1.
The following is a quantum chemistry calculation of a structure of composition C22H47N3PPdS4, from the Open Molecules 2025 dataset.

Computed properties:
Gap between HOMO and LUMO (spin up / spin down) = 6.27 / 6.27 eV
HOMO (spin up / spin down) = -11.1411 / -11.1405 eV
Energy relative to the best compared isomer or geometry (same formula, charge and spin) = 0.0 kcal per mole
Total charge = +1
E = -3092.4735 Eh

Last column: Löwdin charge in e.
Geometry (Å):
Pd: -0.810 0.179 -0.197  0.425
S: -3.140 0.080 -4.157  0.667
C: -2.220 0.122 -2.855  -1.794
S: -1.408 -1.159 -1.985  0.567
S: -1.663 1.484 -1.914  0.540
C: 0.354 -1.803 3.949  -0.083
C: -1.144 -1.453 3.869  -0.599
C: -1.838 -2.638 3.177  -0.083
C: -1.714 -1.313 5.287  -0.068
P: -1.412 0.064 2.800  0.935
N: -0.332 -0.103 1.598  -0.417
C: -3.198 0.156 2.214  -0.594
C: -3.414 1.545 1.586  -0.099
C: -3.427 -0.891 1.094  -0.092
C: -4.263 -0.041 3.299  -0.067
C: -0.956 1.646 3.706  -0.597
C: -1.984 2.084 4.758  -0.067
C: 0.398 1.427 4.402  -0.085
C: -0.749 2.785 2.691  -0.095
H: 0.434 -2.835 4.300  0.091
H: 0.896 -1.181 4.654  0.066
H: 0.838 -1.734 2.977  0.067
H: -1.540 -3.550 3.698  0.095
H: -1.535 -2.740 2.134  0.085
H: -2.922 -2.577 3.234  0.063
H: -1.616 -2.282 5.785  0.100
H: -2.770 -1.048 5.300  0.068
H: -1.167 -0.589 5.887  0.068
H: -2.645 1.821 0.863  0.027
H: -3.470 2.334 2.333  0.067
H: -4.363 1.537 1.048  0.098
H: -2.520 -1.115 0.522  -0.011
H: -4.195 -0.533 0.409  0.097
H: -3.739 -1.856 1.485  0.079
H: -4.160 0.656 4.129  0.070
H: -4.265 -1.055 3.695  0.068
H: -5.244 0.130 2.846  0.101
H: -2.196 1.305 5.490  0.070
H: -2.923 2.411 4.319  0.066
H: -1.570 2.937 5.304  0.099
H: 0.327 0.749 5.247  0.063
H: 0.734 2.391 4.791  0.091
H: 1.154 1.055 3.709  0.085
H: -1.682 3.252 2.382  0.066
H: -0.223 2.431 1.804  0.040
H: -0.138 3.557 3.163  0.091
C: 4.051 -1.265 -3.332  -0.097
C: 3.966 0.077 -4.054  -0.256
C: 2.597 0.341 -4.678  -0.189
C: 1.473 0.467 -3.661  -0.194
N: 1.682 1.643 -2.800  0.057
C: 1.594 1.706 -1.491  -0.707
S: 1.456 0.255 -0.481  0.720
N: 1.688 2.862 -0.850  0.029
C: 1.714 4.202 -1.440  -0.159
C: 0.322 4.810 -1.555  -0.202
C: 0.340 6.179 -2.230  -0.252
C: 0.680 6.113 -3.716  -0.102
H: 5.063 -1.452 -2.973  0.077
H: 3.778 -2.085 -4.001  0.083
H: 3.386 -1.310 -2.465  0.048
H: 4.719 0.118 -4.843  0.110
H: 4.217 0.885 -3.359  0.101
H: 2.331 -0.478 -5.350  0.124
H: 2.629 1.242 -5.299  0.115
H: 1.411 -0.405 -3.019  0.060
H: 0.505 0.586 -4.149  0.117
H: 1.811 2.513 -3.297  0.146
H: 1.596 2.788 0.152  0.119
H: 2.205 4.157 -2.412  0.108
H: 2.359 4.818 -0.814  0.138
H: -0.109 4.885 -0.553  0.116
H: -0.318 4.126 -2.124  0.079
H: 1.050 6.832 -1.712  0.113
H: -0.640 6.640 -2.102  0.112
H: 1.706 5.780 -3.893  0.066
H: 0.584 7.093 -4.184  0.077
H: 0.006 5.430 -4.240  0.079

***

2.
The following is a quantum chemistry calculation of a structure of composition C23H23Cl9N5O4V, from the Open Molecules 2025 dataset.

Computed properties:
Gap between HOMO and LUMO (spin up / spin down) = 5.22 / 5.70 eV
HOMO (spin up / spin down) = -11.1020 / -11.1020 eV
Spin multiplicity = 2
Energy relative to the best compared isomer or geometry (same formula, charge and spin) = 83.4 kcal per mole
Total charge = +1
E = -6550.2808 Eh

Last column: Löwdin charge in e.
Geometry (Å):
O: -1.863 -0.779 3.060  -0.247
V: -1.771 0.780 2.660  1.209
N: -0.805 -0.673 -0.026  -0.509
O: -0.963 0.377 0.699  -0.158
O: -0.918 -0.571 -1.247  0.036
O: -0.515 -1.738 0.517  0.026
N: 2.578 -6.196 -2.261  0.071
C: 1.944 -5.548 -3.247  -0.139
C: 1.389 -4.276 -3.089  -0.103
C: 1.796 -3.524 -1.986  -0.115
C: 2.473 -4.170 -0.959  -0.096
C: 2.795 -5.509 -1.148  -0.169
H: 1.541 -6.078 -4.103  0.106
H: 0.639 -3.908 -3.774  0.077
H: 1.358 -2.549 -1.808  0.082
H: 2.536 -3.763 0.042  0.096
H: 3.253 -6.028 -0.312  0.103
N: -3.511 4.163 -2.900  0.052
C: -2.893 4.587 -4.016  -0.144
C: -1.718 4.035 -4.470  -0.064
C: -1.125 3.003 -3.755  -0.076
C: -1.818 2.486 -2.676  -0.089
C: -3.026 3.067 -2.307  -0.175
H: -3.368 5.379 -4.579  0.107
H: -1.361 4.337 -5.448  0.108
H: -0.220 2.462 -4.006  0.044
H: -1.446 1.604 -2.168  0.066
H: -3.655 2.734 -1.490  0.095
N: 0.317 0.698 3.493  0.003
C: 1.156 1.201 2.568  -0.151
C: 2.541 1.077 2.551  -0.013
C: 3.064 0.189 3.470  -0.026
C: 2.289 -0.379 4.483  -0.022
C: 0.925 -0.178 4.334  -0.166
H: 0.783 1.838 1.776  0.065
H: 3.192 1.562 1.842  0.114
H: 4.137 0.020 3.449  0.126
H: 2.840 -0.963 5.202  0.126
H: 0.307 -0.685 5.068  0.110
N: -1.321 2.929 2.286  -0.072
C: -0.687 3.737 3.150  -0.135
C: -0.389 5.074 2.940  -0.013
C: -0.932 5.654 1.800  -0.007
C: -1.536 4.842 0.843  -0.008
C: -1.676 3.498 1.100  -0.100
H: -0.427 3.285 4.101  0.117
H: 0.119 5.679 3.675  0.123
H: -0.757 6.714 1.669  0.127
H: -1.885 5.253 -0.094  0.124
H: -2.146 2.862 0.359  0.094
C: -2.249 -3.870 -1.630  -1.499
Cl: -3.829 -4.245 -0.938  0.530
Cl: -2.268 -4.339 -3.319  0.571
Cl: -1.026 -4.756 -0.672  0.574
H: -1.996 -2.821 -1.534  -0.016
C: 2.092 0.954 -2.159  -1.551
Cl: 3.633 0.229 -1.649  0.548
Cl: 2.226 1.693 -3.728  0.601
Cl: 1.463 2.156 -1.050  0.570
H: 1.325 0.191 -2.249  -0.008
C: -0.096 -4.546 2.634  -1.559
Cl: -1.835 -4.920 2.631  0.527
Cl: 0.817 -5.906 3.290  0.552
Cl: 0.243 -3.059 3.481  0.599
H: 0.260 -4.374 1.624  -0.051